# C31H34Cl4Ge2N8O4SW

A molecular structure, C31H34Cl4Ge2N8O4SW at a distorted geometry (wB97M-V/def2-TZVPD, OMol25).

The geometry in XYZ format:
```
85
Properties=species:S:1:pos:R:3:forces:R:3:mulliken_charge:R:1
C -0.087788 4.133450 -2.684319 -0.210 0.307 0.295 0.267
C 3.613854 -3.565501 -1.891615 0.380 0.014 -0.151 -1.351
C -0.709341 3.896409 -1.450789 0.192 0.170 0.063 0.052
C 2.891021 -3.282691 3.811617 0.051 0.002 -0.032 -0.821
N 1.819147 -4.637171 -0.580911 0.888 -0.847 -0.428 -0.861
H -4.702472 -1.549160 -3.733872 0.023 0.017 0.077 0.434
C -2.419499 0.471008 4.459148 1.180 -0.093 0.036 -1.379
H -4.584408 1.770579 2.193405 0.047 -0.358 -0.026 0.535
H -2.910941 -2.203700 -0.786173 -0.134 0.053 -0.266 -0.037
C 0.202873 -2.795570 4.384144 -0.150 0.185 -0.036 -0.479
H -3.797365 -1.553217 1.252355 0.075 0.057 -0.037 0.208
H -1.789481 1.253323 4.880566 0.053 0.061 -0.117 0.441
C 1.888409 1.631761 4.227607 -0.402 -0.487 -0.349 -0.330
N 1.736578 -1.169808 -1.258969 0.536 0.135 -0.823 -0.585
O -0.606832 0.256425 -1.273164 0.276 -0.713 -3.931 0.449
O -1.472820 2.281591 0.189826 -1.376 3.144 -0.837 -0.312
C 0.776272 3.927190 3.103594 -0.169 -0.026 -0.057 -0.819
H -5.057103 1.609013 -1.617827 -0.012 0.005 -0.022 0.602
C 0.522736 -2.918142 -0.127810 0.470 0.588 -0.042 -0.232
O 1.040774 0.307144 0.686125 4.848 0.494 0.387 -0.301
C 2.339447 3.647191 0.124661 -0.110 0.568 -0.231 -0.681
H 3.265273 2.955365 5.181377 0.093 0.024 0.049 0.491
H 3.928164 -3.473151 3.583385 0.113 -0.009 0.010 0.486
H -3.608843 2.343417 -0.911209 -0.101 -0.175 -0.053 -0.023
Ge -2.432753 0.398742 2.441610 -3.849 -0.787 2.612 1.472
W -0.775728 0.656576 0.502867 -4.470 -1.749 -0.542 -1.141
Ge 0.152065 -0.233808 2.707674 1.466 -0.465 3.607 1.868
H -5.607454 -0.245022 -2.961319 0.041 -0.058 0.022 0.337
C 2.277765 -2.145217 3.312389 -0.075 0.326 -0.173 -0.399
C 0.839165 -3.923578 4.884953 -0.135 0.073 0.015 -0.757
N -3.783315 -0.770830 -2.041742 0.289 0.276 0.482 0.318
H 2.727276 -0.912270 -1.237756 -0.351 -0.398 0.045 0.377
N 4.039791 0.504754 -0.311543 -0.022 0.551 0.090 -0.527
H -4.167076 0.115863 -3.921505 0.060 -0.014 0.056 0.343
C -3.562883 -1.261532 2.269373 0.530 0.333 -0.099 -1.277
C 1.892959 4.016710 3.923463 0.030 -0.074 0.072 -0.689
H -3.097509 -2.100607 2.786414 0.072 0.041 0.011 0.332
C 0.170684 1.744795 -3.020441 0.265 0.015 0.055 0.383
C -3.541165 2.084209 2.168164 0.436 0.146 -0.092 -1.197
Cl 0.713844 0.407989 -3.952567 -0.110 0.034 -0.129 -0.197
H -0.709033 2.666077 2.229485 0.480 0.104 0.501 -0.140
C -3.459105 0.241298 -1.275094 0.588 0.031 0.534 0.372
C -3.965840 1.601144 -1.623228 0.009 0.242 0.112 -1.475
H -3.437993 0.677035 4.783156 -0.252 -0.031 -0.434 0.533
H 2.835803 -1.446704 2.697324 0.103 -0.048 0.032 0.478
H 4.384183 -3.032741 -1.331312 0.038 -0.008 0.018 0.326
C 0.336484 3.054594 -3.478882 0.122 -0.357 -0.238 0.615
H 2.301552 0.729938 4.663516 0.137 0.078 0.067 0.542
H 1.347368 -0.959926 -2.187610 0.190 -0.517 0.436 -0.035
H -2.126769 -0.469142 4.922551 0.032 -0.129 0.002 0.395
C -0.886438 2.584657 -1.003607 0.182 0.841 -1.454 -0.952
O -2.745904 0.072368 -0.200005 -0.358 -0.240 -0.024 -0.172
N 0.705170 -4.232849 0.026934 -0.349 1.258 -0.050 0.488
H 2.655928 -5.048598 4.992566 0.038 -0.111 0.048 0.456
C 2.172567 -4.168968 4.598953 0.015 0.067 -0.034 -0.666
C -3.373680 -2.133040 -1.769811 0.217 -0.574 0.347 -0.824
Cl -1.249039 5.187862 -0.467029 -0.014 -0.189 0.017 -0.099
C -4.607287 -0.595083 -3.222722 -0.547 0.253 -0.612 -0.990
C 0.940118 -1.906137 3.617792 -0.528 1.130 -1.134 0.686
H -3.374006 2.728914 3.033812 0.177 -0.139 -0.044 0.521
H 0.281291 -4.611860 5.499167 -0.061 -0.081 0.095 0.476
N 1.561076 -2.487209 -0.886373 -0.284 -0.811 0.276 0.212
C 0.783930 1.525468 3.374546 -0.136 -0.439 -0.273 0.618
H 0.110124 -4.897452 0.504647 0.035 0.090 0.019 0.162
C 2.425749 2.877417 4.508015 0.141 0.101 0.045 -0.800
Cl 0.151588 5.736087 -3.219625 -0.069 -0.301 0.117 -0.088
H -3.352710 2.649100 1.261322 -0.043 -0.137 0.118 0.149
S -0.752303 -1.990813 0.524673 -0.749 -0.249 0.796 -0.152
H -4.247963 -2.785883 -1.801147 0.037 0.091 -0.032 0.480
H 3.947953 -4.587171 -2.053724 0.024 0.019 -0.020 0.380
H 3.497257 -3.067410 -2.853150 -0.061 -0.021 -0.054 0.344
C 3.341715 1.387129 -0.065285 1.020 -1.227 0.114 0.018
C 2.357072 -3.597801 -1.138927 -0.438 0.059 0.140 1.008
H 0.340741 4.821092 2.685348 -0.073 0.122 -0.037 0.545
H -4.496087 -1.038124 2.785956 0.018 0.169 0.092 0.627
Cl 1.051662 3.335140 -5.008730 -0.174 -0.055 0.385 -0.104
H -2.663625 -2.464796 -2.531620 -0.055 0.041 0.043 0.382
H -3.645864 1.894938 -2.622188 -0.016 -0.018 -0.102 0.482
N 2.331450 4.790358 0.026009 0.044 0.243 0.036 -0.362
C 0.211641 2.690403 2.836404 -0.274 -0.143 0.283 0.573
H -0.837302 -2.613314 4.610383 -0.096 -0.052 0.030 0.303
C -0.431299 1.498889 -1.785272 -0.003 0.989 -0.721 0.586
H 2.332946 4.981940 4.120725 0.038 0.091 0.063 0.486
C 2.274966 2.249032 0.215199 -3.859 -1.457 0.714 1.219
N 1.059343 1.707888 0.477277 4.019 -0.046 0.272 0.395
```
Forces are in eV/Å.

The calculation puts the orbital gap (spin up / spin down) at 5.3 / 5.4 eV. Its total charge is +3. The expectation value of S² is 0.76. The highest occupied orbital energy (spin up / spin down) comes out at -0.609 / -0.611 hartree. The spin multiplicity is 2.

=====

# C31H34ClN4O5Tc

A molecular structure, C31H34ClN4O5Tc at a distorted geometry (wB97M-V/def2-TZVPD, OMol25).

The geometry in XYZ format:
```
76
Properties=species:S:1:pos:R:3:forces:R:3:mulliken_charge:R:1
C -0.390218 0.107414 -2.536884 0.712 0.275 -0.310 -1.001
C -4.673818 -0.352886 1.902116 0.088 0.190 -0.382 -1.171
H -1.143518 0.309014 -5.844484 -0.029 -0.017 -0.152 0.537
C -0.387518 3.476814 -0.608384 0.358 0.370 0.072 0.546
H 0.269282 -2.635186 2.758716 -0.124 -0.044 0.116 0.243
C 1.683982 -2.774286 -1.118584 0.111 -0.027 0.103 1.061
H -0.153118 5.406014 -0.007384 0.058 -0.104 -0.102 0.197
C -4.361818 0.781414 0.918616 -1.285 0.525 1.716 0.408
H -1.377318 -0.508886 4.493316 -0.104 -0.016 -0.001 0.490
C 1.961282 0.447114 -2.111484 -0.585 -0.112 0.376 -0.402
C 2.175882 0.608214 -3.487584 -0.172 0.029 -0.365 -1.178
C -0.420718 -0.248486 4.066916 -0.040 -0.062 -0.096 -0.436
C 1.251782 -3.084886 2.642416 -0.012 -0.077 0.011 -1.721
O -1.110518 -2.233186 -0.100084 -2.284 2.638 -0.667 -0.537
C 0.669882 -0.068286 4.874616 -0.205 0.007 -0.322 -0.655
O -3.323818 0.405614 0.089416 1.212 -0.615 -1.460 -0.571
N -1.620818 -0.181786 -2.036384 -0.211 -0.209 -1.236 0.662
H 1.123382 -4.162786 2.734116 -0.035 -0.035 0.059 0.439
C -0.170118 0.286914 -3.923384 -0.053 -0.093 0.395 1.498
O -0.803218 -4.310686 0.627016 -0.188 0.351 -0.157 -0.605
C 1.903982 0.278414 4.310916 0.106 0.088 -0.894 0.027
C 2.027182 0.408914 2.946416 0.142 0.010 0.737 -1.209
H 2.188882 0.631614 0.438816 -0.046 -0.087 -0.146 0.146
H -3.374018 -0.255886 -4.880984 -0.109 -0.027 -0.031 0.457
H -5.068318 -1.214886 1.368016 -0.053 -0.088 0.015 0.325
Tc -1.666118 -0.330586 -0.015384 1.451 -1.627 0.863 0.693
C -3.985018 2.073814 1.646916 -0.030 -0.347 -0.371 -0.874
C 3.142782 -2.301186 1.198216 -0.011 -0.063 -0.140 -0.846
C 2.999282 -2.337986 -1.186884 -0.075 -0.104 0.174 -0.374
C 5.128782 -1.536686 -0.128584 0.057 -0.140 0.022 -1.811
H 1.570582 -3.035386 -3.238184 -0.026 0.008 -0.067 0.407
H -3.584818 -0.561986 -2.424184 -0.066 0.016 0.010 0.632
H -2.825618 4.246014 -0.460384 -0.009 0.096 0.002 0.253
H 1.308782 0.684914 -5.437084 0.029 -0.007 -0.097 0.478
H -3.754618 -0.645686 2.405216 -0.018 0.006 0.122 0.088
H -4.822118 2.428414 2.239216 -0.066 0.028 0.123 0.489
H -5.401718 -0.027086 2.640616 -0.077 0.000 0.021 0.454
H 0.586682 -0.188486 5.942716 -0.024 0.020 0.132 0.476
N 0.334882 0.057214 -0.273184 -0.371 0.618 0.654 2.314
N 0.983182 3.378514 -0.698884 0.190 -0.071 0.045 -0.299
H 0.086682 -2.399086 -2.505384 -0.031 -0.069 -0.069 0.119
H 3.710582 -2.122886 2.100116 0.101 0.015 0.137 0.489
Cl 3.263382 0.546414 5.324416 0.276 0.035 0.231 -0.211
H 0.502082 -4.093186 -2.308584 -0.046 -0.067 -0.065 0.425
C 1.838782 -2.763186 1.306316 0.039 -0.110 -0.210 0.647
C -2.633018 -0.312786 -2.870884 -0.097 -0.082 0.094 -0.594
C 0.689182 0.218114 -1.616184 0.385 0.128 -1.115 0.373
O -1.120318 2.512714 -0.795584 -0.403 -0.411 0.048 -0.544
C 0.940582 0.178814 2.083216 -0.807 0.077 -0.115 0.182
C -2.211618 5.040114 -0.041484 -0.183 -0.051 0.019 -0.861
H -5.246718 0.973314 0.283016 0.389 -0.098 0.074 0.335
H -2.459618 5.985414 -0.525884 -0.038 -0.086 0.023 0.346
C 3.728382 -2.061086 -0.037684 -0.050 0.081 0.041 0.173
C -2.505918 -0.145286 -4.253184 0.224 0.136 -0.226 -0.988
H 3.459982 -2.198386 -2.154484 0.068 -0.004 -0.158 0.528
C -0.376918 -3.249786 0.252516 1.453 -1.273 0.693 -0.420
C 1.100482 -2.938886 0.136416 -0.156 -0.036 0.069 1.409
H -3.124918 1.885714 2.285016 0.058 0.018 0.165 0.154
H -3.717918 2.832514 0.919616 0.024 0.123 -0.044 -0.066
C 1.139482 0.548014 -4.379984 0.156 0.008 0.157 -1.207
C 1.183082 0.303514 0.687516 -0.088 -0.087 0.759 -0.338
N -0.827618 4.714814 -0.292384 0.077 0.240 0.129 -0.273
H 5.406182 -1.008486 0.780316 0.068 0.088 0.033 0.399
H -2.408618 5.126214 1.030116 -0.071 -0.036 -0.068 0.312
H 5.826982 -2.363186 -0.251484 0.131 -0.023 -0.034 0.371
H 1.522582 4.221914 -0.816084 -0.041 -0.061 -0.012 0.276
H 1.900282 -2.740686 3.443116 0.016 0.053 0.100 0.363
H 1.323582 2.584414 -1.217084 -0.074 0.058 -0.058 0.163
H 2.819782 0.480614 -1.458784 0.018 -0.017 0.101 0.505
H 5.251082 -0.874186 -0.983784 0.054 0.065 -0.040 0.385
C 0.920082 -3.089486 -2.367784 -0.063 0.028 -0.045 -1.505
O -1.411818 -0.303586 1.964816 -0.692 -0.268 -0.023 -0.110
C -0.341418 -0.139286 2.654616 1.078 0.384 0.305 0.307
H 2.978882 0.693914 2.524816 0.158 -0.028 -0.037 0.565
H 3.182882 0.774314 -3.840484 0.054 0.037 -0.025 0.509
C -1.280118 0.163414 -4.784684 -0.191 -0.069 0.398 -0.846
```
Forces are in eV/Å.

The calculation puts the orbital gap (spin up / spin down) at 6.1 / 6.6 eV. Its total charge is +1. The expectation value of S² is 1.25. The highest occupied orbital energy (spin up / spin down) comes out at -0.395 / -0.399 hartree. The spin multiplicity is 2.

=====

no.,molecular weight (g/mol)
1,1085.604
2,676.089